{
  "formula": "C56H55ClN2O29P",
  "method": "the ωB97M-V functional and the def2-TZVPD basis",
  "elements": ["C", "C", "C", "Cl", "C", "N", "P", "C", "C", "C", "C", "C", "C", "N", "C", "C", "C", "C", "O", "H", "H", "H", "H", "H", "H", "H", "H", "H", "H", "H", "H", "H", "H", "H", "H", "H", "H", "H", "H", "H", "H", "H", "H", "H", "H", "H", "C", "C", "C", "O", "C", "C", "C", "O", "O", "O", "H", "H", "H", "H", "C", "C", "C", "O", "C", "C", "C", "O", "O", "O", "H", "H", "H", "H", "C", "C", "C", "O", "C", "C", "C", "O", "O", "O", "H", "H", "H", "H", "C", "C", "C", "O", "C", "C", "C", "O", "O", "O", "H", "H", "H", "H", "C", "C", "C", "O", "C", "C", "C", "O", "O", "O", "H", "H", "H", "H", "C", "C", "C", "O", "C", "C", "C", "O", "O", "O", "H", "H", "H", "H", "C", "C", "C", "O", "C", "C", "C", "O", "O", "O", "H", "H", "H", "H"],
  "positions_angstrom": [[-0.878, 4.974, -0.465], [-2.473, 4.531, -0.708], [-3.266, 5.091, 0.655], [-3.159, 3.957, 2.106], [-4.746, 5.586, 0.210], [-6.156, 5.132, 0.467], [-6.608, 3.726, 1.455], [-6.642, 4.240, 3.323], [-7.824, 5.320, 3.684], [-8.439, 3.189, 1.063], [-9.041, 2.129, 2.167], [-7.203, 5.990, -0.248], [-6.387, 7.138, -1.091], [-4.964, 6.779, -0.725], [-3.930, 7.665, -1.404], [-4.193, 9.274, -1.247], [-4.544, 9.706, 0.297], [-4.751, 11.343, 0.343], [-3.451, 12.021, 0.186], [-0.832, 6.157, -0.322], [-0.177, 4.655, -1.349], [-0.549, 4.456, 0.552], [-2.873, 5.069, -1.697], [-2.525, 3.369, -0.824], [-2.653, 6.071, 0.955], [-5.610, 4.753, 3.634], [-6.724, 3.287, 4.038], [-8.906, 4.992, 3.363], [-7.855, 5.416, 4.868], [-7.506, 6.382, 3.275], [-9.112, 4.167, 0.961], [-8.508, 2.648, 0.004], [-9.856, 1.425, 1.665], [-8.221, 1.404, 2.599], [-9.591, 2.682, 3.070], [-8.380, 5.861, -0.254], [-6.831, 7.976, -1.791], [-4.030, 7.426, -2.570], [-2.845, 7.315, -1.085], [-3.160, 9.808, -1.511], [-4.966, 9.696, -2.046], [-3.647, 9.345, 0.996], [-5.551, 9.194, 0.650], [-5.282, 11.580, 1.374], [-5.462, 11.680, -0.553], [-3.349, 12.590, 1.016], [0.017, 10.740, 0.278], [-0.101, 9.631, 1.011], [1.047, 9.093, 1.791], [0.903, 8.083, 2.470], [2.331, 9.808, 1.709], [2.450, 10.915, 0.974], [1.294, 11.467, 0.216], [1.429, 12.497, -0.436], [3.654, 11.590, 0.891], [-1.298, 8.940, 1.072], [-0.810, 11.143, -0.292], [3.162, 9.396, 2.267], [3.483, 12.357, 0.301], [-1.128, 8.177, 1.666], [-0.159, -1.585, -0.502], [0.316, -0.391, -0.862], [-0.352, 0.869, -0.433], [0.119, 1.951, -0.763], [-1.572, 0.759, 0.381], [-2.049, -0.435, 0.738], [-1.366, -1.694, 0.331], [-1.818, -2.776, 0.690], [-3.198, -0.545, 1.500], [1.449, -0.281, -1.648], [0.317, -2.509, -0.806], [-2.058, 1.682, 0.671], [-3.335, -1.510, 1.626], [1.589, 0.683, -1.769], [1.930, -5.114, -2.386], [2.650, -3.992, -2.326], [3.983, -3.892, -2.982], [4.613, -2.842, -2.927], [4.500, -5.081, -3.677], [3.781, -6.205, -3.734], [2.437, -6.295, -3.102], [1.792, -7.335, -3.186], [4.262, -7.327, -4.383], [2.181, -2.879, -1.653], [0.959, -5.200, -1.915], [5.478, -5.001, -4.135], [3.559, -8.006, -4.286], [2.882, -2.198, -1.756], [7.068, -6.927, 0.905], [8.346, -6.698, 1.216], [9.409, -6.704, 0.173], [10.571, -6.472, 0.485], [9.012, -6.998, -1.213], [7.735, -7.229, -1.523], [6.669, -7.197, -0.484], [5.502, -7.395, -0.803], [7.356, -7.509, -2.823], [8.729, -6.447, 2.520], [6.286, -6.924, 1.653], [9.797, -7.016, -1.959], [6.383, -7.637, -2.789], [9.701, -6.312, 2.485], [6.085, -9.906, 6.751], [6.004, -9.645, 5.445], [7.228, -9.474, 4.613], [7.123, -9.254, 3.412], [8.535, -9.575, 5.282], [8.615, -9.833, 6.588], [7.392, -10.031, 7.414], [7.498, -10.285, 8.609], [9.840, -9.927, 7.223], [4.779, -9.524, 4.816], [5.203, -10.035, 7.367], [9.416, -9.432, 4.669], [9.632, -10.121, 8.163], [4.987, -9.336, 3.874], [-9.534, 3.687, -5.300], [-8.977, 4.327, -4.270], [-9.518, 4.191, -2.890], [-8.973, 4.776, -1.961], [-10.708, 3.348, -2.696], [-11.268, 2.711, -3.727], [-10.710, 2.825, -5.102], [-11.235, 2.213, -6.026], [-12.388, 1.919, -3.552], [-7.873, 5.141, -4.449], [-9.150, 3.776, -6.308], [-11.102, 3.272, -1.691], [-12.600, 1.567, -4.445], [-7.658, 5.488, -3.556], [7.577, -12.155, -0.891], [8.317, -13.249, -1.078], [9.456, -13.259, -2.036], [10.129, -14.274, -2.172], [9.727, -12.029, -2.797], [8.985, -10.935, -2.613], [7.863, -10.918, -1.634], [7.211, -9.892, -1.473], [9.233, -9.777, -3.326], [8.051, -14.416, -0.385], [6.747, -12.133, -0.196], [10.547, -12.055, -3.503], [8.563, -9.130, -3.013], [8.724, -15.062, -0.693]],
  "forces_ev_per_a": [[-0.695, -0.008, 0.528], [1.259, 0.487, 0.161], [0.383, 1.412, -1.722], [-0.346, 1.129, -1.611], [-4.754, 2.892, -2.306], [0.158, 4.116, -2.252], [0.204, -2.709, 1.436], [-0.377, 1.386, 1.180], [0.463, 0.140, 1.222], [-1.423, 0.708, -0.896], [-0.477, -0.176, 0.472], [4.381, 3.151, -1.878], [-0.609, -6.226, 4.675], [-1.754, -0.860, 0.793], [1.068, -0.101, -1.540], [0.993, 0.344, 0.543], [-0.174, 0.194, -0.607], [-0.615, -1.027, 0.146], [-1.533, 0.339, 2.171], [-0.042, -2.495, -0.361], [-1.500, 0.535, 1.858], [-0.447, 1.148, -2.321], [0.632, -1.266, 2.357], [-0.173, 2.305, 0.293], [-1.678, -2.107, -0.505], [-2.136, -1.214, -0.987], [0.075, 1.823, -2.035], [2.291, 0.710, 0.355], [0.030, -0.102, -2.490], [-0.957, -2.211, 0.652], [1.125, -2.269, 0.386], [0.615, 1.341, 2.241], [1.805, 1.682, 0.906], [-1.500, 1.568, -0.869], [1.419, -1.176, -2.004], [3.147, -0.112, 0.356], [1.588, -1.920, 1.665], [0.358, 0.354, 2.534], [-2.376, 0.988, -0.441], [-2.204, -1.275, 0.492], [1.430, -1.132, 1.860], [-2.033, 1.009, -1.503], [2.042, 1.039, -0.713], [1.185, -0.216, -2.160], [1.482, -0.758, 1.969], [-0.057, -1.152, -1.861], [0.006, 0.086, -0.098], [-1.312, -0.151, -0.350], [0.707, -0.519, 0.622], [-0.333, 0.561, -0.573], [-0.318, -0.366, 0.155], [1.952, 0.634, 0.183], [-0.346, 0.866, -0.719], [0.105, -0.904, 0.631], [-2.079, -0.436, -0.360], [1.473, 0.017, 0.352], [-0.013, 0.031, 0.057], [-0.057, 0.023, -0.022], [0.109, -0.281, 0.243], [0.096, 0.372, -0.116], [-0.423, -0.267, 0.235], [1.332, -0.464, -0.903], [-0.207, 0.710, 0.149], [-0.125, -0.663, 0.015], [0.328, 0.239, -0.263], [-1.703, 0.382, 1.112], [0.253, -1.148, -0.119], [0.084, 1.051, -0.136], [1.622, -0.575, -1.056], [-1.412, 0.905, 0.973], [-0.112, 0.221, 0.096], [0.029, -0.077, 0.057], [0.073, 0.347, -0.039], [-0.029, -0.406, 0.054], [-0.006, -0.247, -0.119], [-1.026, 0.940, 0.958], [0.962, 0.371, -0.325], [-0.692, -0.587, 0.159], [0.012, 0.353, 0.112], [1.057, -1.103, -0.915], [-0.972, -0.605, 0.318], [0.739, 0.724, -0.105], [-1.199, 1.047, 1.078], [1.585, -1.345, -1.181], [0.052, -0.036, -0.029], [-0.037, 0.007, 0.015], [0.267, 0.239, -0.029], [-0.355, -0.121, 0.027], [-0.248, -0.052, -0.312], [-0.046, 0.241, 1.854], [0.973, 0.047, -0.378], [-0.919, -0.144, 0.059], [0.181, 0.106, 0.187], [0.096, -0.148, -1.583], [-1.031, -0.150, 0.476], [0.874, 0.253, -0.113], [-0.137, 0.615, 1.691], [0.264, -0.233, -1.921], [0.072, -0.029, -0.055], [-0.005, 0.010, 0.037], [0.294, -0.106, -0.074], [-0.391, -0.041, -0.003], [0.196, -0.055, 0.280], [-1.825, 0.065, -0.316], [0.691, 0.182, -0.787], [-0.269, -0.148, 0.787], [-0.252, 0.057, -0.350], [1.912, -0.023, 0.378], [-0.633, -0.200, 0.942], [0.229, 0.219, -0.933], [-2.021, -0.021, -0.172], [1.948, -0.007, 0.119], [0.063, -0.004, -0.037], [-0.055, -0.012, 0.028], [0.089, 0.066, -0.374], [-0.079, -0.105, 0.379], [-0.155, -0.144, -0.071], [1.274, 0.821, -0.744], [-0.629, -0.320, 0.541], [-0.139, -0.132, -0.682], [0.548, 0.426, 0.273], [-1.823, -1.186, 0.738], [-0.035, -0.309, -1.365], [0.293, 0.478, 1.085], [1.776, 1.084, -0.990], [-1.282, -0.775, 1.058], [-0.027, -0.013, 0.061], [-0.001, -0.002, -0.053], [0.039, 0.096, 0.325], [-0.079, -0.188, -0.394], [-0.098, 0.430, -0.093], [-0.772, -1.354, 1.195], [0.905, -0.348, -0.640], [-0.689, 0.578, 0.321], [0.064, -0.425, 0.132], [0.794, 1.354, -1.261], [-0.787, 0.165, 0.603], [0.538, -0.846, -0.132], [-0.853, -1.353, 1.418], [0.955, 1.243, -1.297], [0.058, 0.009, -0.036], [-0.044, 0.002, 0.048], [0.096, -0.042, -0.307], [-0.253, 0.251, 0.124]],
  "mulliken_charge": [-0.690, -0.484, 0.783, -0.107, -0.199, 0.292, -0.306, -0.341, -0.910, -0.129, -1.023, 0.039, -0.685, 0.558, -0.530, -0.665, 0.167, -0.578, -0.457, 0.098, 0.335, 0.248, 0.303, 0.253, -0.382, 0.259, 0.373, 0.209, 0.355, 0.209, 0.226, 0.240, 0.331, 0.287, 0.223, 0.366, 0.326, 0.240, 0.142, 0.233, 0.374, -0.044, 0.226, 0.355, 0.220, 0.316, -0.471, 0.082, 0.822, -0.618, -0.948, 0.323, 0.746, -0.587, -0.552, -0.388, 0.454, 0.431, 0.354, 0.287, -0.571, 0.068, 0.996, -0.622, -0.495, 0.120, 0.780, -0.612, -0.565, -0.513, 0.616, 0.207, 0.357, 0.344, -0.606, 0.114, 0.871, -0.636, -0.730, 0.159, 0.744, -0.617, -0.580, -0.402, 0.482, 0.490, 0.355, 0.308, -0.866, 0.356, 0.776, -0.623, -0.434, -0.122, 1.161, -0.620, -0.600, -0.583, 0.448, 0.475, 0.219, 0.346, -0.850, 0.376, 0.868, -0.527, -0.960, 0.465, 0.862, -0.608, -0.566, -0.574, 0.413, 0.432, 0.350, 0.322, -0.751, 0.293, 0.700, -0.419, -0.920, 0.391, 0.849, -0.578, -0.555, -0.575, 0.431, 0.470, 0.355, 0.266, -1.060, 0.378, 0.932, -0.605, -0.713, 0.348, 0.731, -0.339, -0.611, -0.572, 0.453, 0.451, 0.314, 0.348],
  "largest_force_ev_per_a": 7.81,
  "multiplicity": 1,
  "homo_lumo_gap_ev": 6.667,
  "homo_ev": -10.580,
  "mol_weight_g_mol": 1286.468,
  "total_charge": 1
}